1.
{"formula": "C3H7N5", "method": "the ωB97M-V functional and the def2-TZVPD basis", "elements": ["N", "N", "N", "N", "N", "C", "C", "C", "H", "H", "H", "H", "H", "H", "H"], "xyz": [[0.73748, -2.09129, -1.16167], [-1.11888, 1.31984, 0.74254], [0.36585, 1.94812, -0.95526], [0.20708, -0.70288, 0.62140], [0.72580, -3.12627, -0.31797], [-0.48659, 0.18085, 1.20858], [0.42158, -0.90772, -0.74339], [-0.60946, 2.23944, -0.18774], [-0.99356, 3.25616, -0.06257], [0.66065, 2.85113, -1.41985], [0.77097, -2.87564, 0.64105], [-0.72664, 0.06784, 2.25887], [-1.79398, 1.68236, 1.39015], [0.41609, -0.04782, -1.40271], [1.42361, -3.79412, -0.61145]], "lowdin_charge": [-0.066, 0.036, 0.070, 0.072, -0.010, -0.214, -0.246, -0.267, 0.119, 0.081, 0.051, 0.113, 0.118, 0.061, 0.081], "de_lowest_kcal_mol": 45.9, "energy_ha": -392.22596, "total_charge": 0, "lumo_energy_ev": 0.500, "max_force_ev_per_a": 2.28}

=====

2.
{"formula": "C29H55F4N4O4", "method": "the ωB97M-V functional and the def2-TZVPD basis", "elements": ["F", "F", "F", "F", "O", "O", "O", "O", "N", "N", "N", "N", "C", "C", "C", "C", "C", "C", "C", "C", "C", "C", "C", "C", "C", "C", "C", "C", "C", "C", "C", "C", "C", "C", "C", "C", "C", "C", "C", "C", "C", "H", "H", "H", "H", "H", "H", "H", "H", "H", "H", "H", "H", "H", "H", "H", "H", "H", "H", "H", "H", "H", "H", "H", "H", "H", "H", "H", "H", "H", "H", "H", "H", "H", "H", "H", "H", "H", "H", "H", "H", "H", "H", "H", "H", "H", "H", "H", "H", "H", "H", "H", "H", "H", "H", "H"], "xyz": [[2.10643, 6.23759, -6.02948], [2.16617, 4.47753, -4.74309], [2.92258, 4.36383, -6.78553], [-3.69111, -2.01030, -3.23546], [2.01042, 0.13975, -2.26599], [-4.45410, -0.86387, -1.23805], [-0.43916, 5.21541, -6.60848], [0.49532, 3.12544, -6.76620], [-3.40301, -3.17252, 0.57790], [-1.18139, -1.95249, 0.33263], [0.94693, -4.64527, 3.17368], [-2.18825, -2.31398, 2.66806], [2.59423, -2.05576, 2.10368], [-2.34299, -0.92240, 3.23627], [-3.94654, -1.98909, -1.74645], [1.42652, -2.31344, 0.93501], [0.53160, 4.47017, -6.50154], [-0.58210, 4.04271, 0.48158], [-2.36489, 2.23799, 3.75933], [5.36095, -1.99455, 3.42695], [-3.73191, 1.46213, 3.29415], [3.64068, -0.92667, 1.54023], [5.01633, -0.75232, 2.41429], [1.92093, 4.88700, -6.02096], [-1.21304, 2.38022, 2.60174], [-3.52074, -3.34088, -0.92175], [1.17794, -4.47886, 4.65953], [-1.00164, 2.86936, -8.66044], [2.09132, 2.68192, -1.76134], [0.52863, 3.20810, -1.79673], [-0.35622, 2.72753, -0.47494], [-0.43586, -4.21244, 2.73879], [2.40386, 1.46491, -2.84191], [-1.53708, 3.79135, 1.79029], [-2.34203, -2.51353, 1.17887], [-0.77137, 2.59763, -7.18485], [3.17720, -0.77939, -2.35975], [-3.43851, 0.03164, 2.47821], [-4.48458, -3.79954, 1.43385], [-0.67632, -2.56239, 2.83705], [-0.08305, -1.89868, 1.42062], [-0.04481, 2.86983, -2.76454], [-4.04844, -4.59247, 2.20433], [-1.35191, 4.67581, 2.56932], [-1.38897, 2.28704, -0.84908], [6.41845, -1.86191, 3.91021], [-2.44503, -3.67350, -1.30553], [-1.33276, -0.32078, 3.35048], [-2.64405, 3.34500, 4.10666], [-1.97082, 1.68808, 4.73826], [5.93574, -0.65144, 1.66202], [-1.92946, 2.40076, -9.00006], [3.95340, -1.14952, 0.41285], [-3.20277, 0.26301, 1.35251], [-4.47206, 2.16742, 2.72088], [3.57960, 1.43624, -3.02810], [2.27374, -4.89119, 4.88090], [-1.06410, 3.94377, -8.85982], [5.39462, -3.03891, 2.85100], [-5.37755, -4.24747, 0.79160], [-0.05835, -0.73240, 1.61998], [-1.10508, 4.89158, -0.16148], [-2.68679, 3.78780, 1.56643], [3.42378, -1.01467, -3.48269], [0.45585, 4.43148, 0.88834], [-0.16902, 2.48347, -9.25706], [1.70598, -1.57042, 0.04545], [-0.14969, 2.50324, 3.12928], [2.82573, 3.56877, -2.03321], [-0.73812, 1.51682, -7.01302], [-4.24439, -4.23425, -1.21627], [2.35234, 2.30114, -0.68583], [-1.58374, 2.99700, -6.56720], [4.16200, -0.31873, -1.86919], [-0.26136, -2.15075, 3.85266], [0.20208, 1.83159, 0.05459], [2.91239, -1.81409, -1.85175], [1.92055, 1.64733, -3.89710], [2.08411, -1.72542, 3.13082], [-4.27638, 1.12061, 4.29718], [3.06216, -3.11126, 2.30830], [-4.96661, -2.93334, 2.08094], [-1.11071, 1.45489, 1.89180], [4.53512, -2.04637, 4.28507], [-0.75630, -2.74729, -0.24609], [-1.23924, -4.78553, 3.38052], [1.15804, -5.62361, 2.85751], [0.34589, -5.09338, 5.21170], [5.00721, 0.23865, 3.06434], [-0.57045, -4.61276, 1.62230], [3.12994, 0.14892, 1.50467], [0.57025, 4.39410, -1.72469], [1.46449, -3.41482, 0.50337], [1.20793, -3.33703, 4.94081], [-2.74492, -1.06384, 4.35186], [-4.47965, -0.55110, 2.53401]], "lowdin_charge": [0.146, 0.130, 0.142, -0.025, -0.277, 0.039, 0.147, 0.001, -0.070, 0.127, -0.170, -0.031, -0.193, -0.185, -0.133, -0.139, -0.324, -0.216, -0.228, -0.165, -0.192, -0.212, -0.259, -0.468, -0.221, -0.034, -0.136, -0.063, -0.162, -0.196, -0.217, -0.181, -0.200, -0.214, -0.110, -0.215, -0.145, -0.176, -0.025, -0.177, -0.247, 0.112, 0.127, 0.124, 0.117, 0.078, 0.155, 0.116, 0.124, 0.114, 0.115, 0.084, 0.100, 0.111, 0.117, 0.124, 0.112, 0.079, 0.085, 0.128, 0.139, 0.124, 0.112, 0.103, 0.125, 0.085, 0.099, 0.128, 0.116, 0.125, 0.171, 0.109, 0.126, 0.106, 0.154, 0.095, 0.088, 0.127, 0.117, 0.118, 0.100, 0.112, 0.070, 0.081, 0.131, 0.121, 0.119, 0.093, 0.113, 0.132, 0.122, 0.111, 0.123, 0.081, 0.158, 0.115], "de_lowest_kcal_mol": 199.1, "energy_ha": -2056.71345, "total_charge": 1, "lumo_energy_ev": -4.017, "max_force_ev_per_a": 10.07}

=====

3.
{"formula": "C3H4O2", "method": "the ωB97M-V functional and the def2-TZVPD basis", "elements": ["O", "O", "C", "C", "C", "H", "H", "H", "H"], "xyz": [[0.15702, 1.98797, 0.45911], [-0.04165, -1.29378, 0.11187], [-0.92957, -0.16177, -0.22714], [0.25339, 0.87673, -0.07278], [0.93859, -0.58586, 0.53370], [0.87006, 0.74815, -1.02631], [1.80413, -1.17629, 0.87285], [-1.67700, -0.06852, 0.55932], [-1.37499, -0.32664, -1.21063]], "lowdin_charge": [-0.080, 0.007, -0.035, -0.521, 0.105, 0.148, 0.123, 0.130, 0.124], "de_lowest_kcal_mol": 100.6, "energy_ha": -267.03253, "total_charge": 0, "lumo_energy_ev": -0.562, "max_force_ev_per_a": 0.31}